Record 1
DFT (ωB97M-V/def2-TZVPD) results for an isolated molecule of C5H9NO.

Each line ends with the Löwdin charge.
Element x y z (Å)
C: 1.59690 -1.04616 -0.96367  -0.063
C: 0.71223 -0.03257 -0.23011  -0.368
C: -0.75182 -0.48612 -0.10472  -0.159
C: -1.63589 0.58331 0.51450  -0.266
O: -1.37700 1.83277 -0.11413  -0.069
C: 1.26743 0.26938 1.10350  -0.202
N: 1.68273 0.49712 2.15710  0.154
H: 1.19365 -1.23080 -1.96468  0.082
H: 1.64347 -1.99850 -0.42572  0.087
H: 2.61610 -0.66365 -1.07136  0.084
H: 0.70183 0.91154 -0.78301  0.138
H: -1.11494 -0.74568 -1.10428  0.122
H: -0.80795 -1.39458 0.51109  0.130
H: -1.42132 0.64441 1.58889  0.117
H: -2.69696 0.32318 0.38287  0.118
H: -1.60845 2.53633 0.50374  0.095

As for the SMILES: C[C@H](C#N)CCO. Its charge is 0. The calculation puts the frontier orbital gap at 0.4245 hartree. As for the LUMO energy: 0.837 eV.


Record 2
DFT (ωB97M-V/def2-TZVPD) results for an isolated molecule of C5H9NO.

Each line ends with the Löwdin charge.
Element x y z (Å)
C: 1.25406 -0.08593 -1.77859  -0.003
N: 0.76790 -0.37164 -0.41768  -0.241
C: 1.43634 -0.00308 0.64848  0.051
C: -0.48075 -0.93398 -0.29633  -0.065
C: -1.54291 -0.41509 0.51654  -0.504
O: -2.64336 -0.96394 0.49742  0.002
C: -1.38163 0.86097 1.31307  -0.038
H: 2.34978 -0.06263 -1.83201  0.095
H: 0.85468 0.88264 -2.06916  0.098
H: 0.82360 -0.87112 -2.39698  0.095
H: 1.24781 -0.52928 1.56036  0.089
H: 2.16565 0.78819 0.63278  0.084
H: -0.75428 -1.75336 -0.93129  0.108
H: -2.39628 1.24776 1.39048  0.081
H: -1.00045 0.62362 2.30585  0.076
H: -0.70014 1.58687 0.85706  0.070

Its charge is 0. The calculation puts the frontier orbital gap at 0.2804 hartree. As for the LUMO energy: 0.006 eV.


Record 3
DFT (ωB97M-V/def2-TZVPD) results for an isolated molecule of C5H9NO.

Each line ends with the Löwdin charge.
Element x y z (Å)
C: 1.84666 0.71663 -0.02672  -0.065
C: 0.81658 -0.38793 -0.20662  -0.299
C: 0.22052 -0.98845 1.10276  -0.126
C: -1.14823 -0.31698 0.79893  -0.092
C: -0.58487 0.06736 -0.54684  -0.299
N: -1.06158 0.48652 -1.64217  0.046
O: -2.42825 0.73960 -1.50587  -0.066
H: 2.82010 0.30079 0.24314  0.076
H: 1.55122 1.41959 0.75861  0.083
H: 1.98044 1.26441 -0.96159  0.078
H: 1.19425 -1.12338 -0.91957  0.137
H: 0.17082 -2.07944 1.07929  0.105
H: 0.70811 -0.67111 2.03036  0.106
H: -1.37720 0.54356 1.43573  0.118
H: -2.02669 -0.96723 0.76120  0.112
H: -2.68189 0.99606 -2.40065  0.086

As for the SMILES: C[C@H]1CC/C1=N\O. Its charge is 0. The calculation puts the frontier orbital gap at 0.3866 hartree. As for the LUMO energy: 1.089 eV.


Record 4
DFT (ωB97M-V/def2-TZVPD) results for an isolated molecule of C5H9NO.

Each line ends with the Löwdin charge.
Element x y z (Å)
C: 2.02672 -0.47128 0.30286  -0.046
C: 0.94800 0.52761 -0.08743  -0.250
C: -0.10467 0.10605 -1.12584  -0.079
N: -1.25120 0.38439 -0.17610  -0.151
C: -2.24571 -0.72366 -0.03436  -0.119
C: -0.20250 0.68932 0.89594  -0.325
O: -0.34867 0.82443 2.06603  0.175
H: 1.59140 -1.45114 0.52576  0.091
H: 2.55915 -0.12243 1.19223  0.086
H: 2.74786 -0.59467 -0.51049  0.083
H: 1.38289 1.51212 -0.29722  0.151
H: -0.17317 0.69281 -2.04329  0.124
H: -0.14869 -0.96272 -1.34478  0.117
H: -1.75427 1.23508 -0.43056  0.167
H: -3.17408 -0.26879 0.30946  -0.021
H: -1.85304 -1.37713 0.75781  -0.003

Its charge is 0. The calculation puts the frontier orbital gap at 0.2542 hartree. As for the LUMO energy: 0.297 eV.


Record 5
DFT (ωB97M-V/def2-TZVPD) results for an isolated molecule of C5H9NO.

Each line ends with the Löwdin charge.
Element x y z (Å)
C: 1.91466 0.20671 -0.40681  -0.090
O: 0.79367 1.05048 -0.40245  -0.159
C: -0.35304 0.33227 0.04790  -0.493
C: -1.01411 -0.55058 -1.15064  -0.011
C: -0.28948 -0.53956 1.38651  -0.030
C: -1.17152 1.55815 0.39056  -0.155
N: -1.69831 2.57408 0.56059  0.165
H: 2.33087 0.24289 0.58494  0.085
H: 1.55167 -0.78738 -0.64300  0.079
H: 2.67646 0.56887 -1.12150  0.106
H: -0.54930 -1.40008 -1.75154  0.100
H: -1.31954 0.14425 -1.93833  0.077
H: -1.89263 -1.02674 -0.71916  0.069
H: -1.32645 -0.67757 1.73183  0.087
H: 0.25925 -0.15471 2.26555  0.093
H: 0.08779 -1.54108 1.16556  0.076

As for the SMILES: COC(C)(C)C#N. Its charge is 0. The calculation puts the frontier orbital gap at 0.4080 hartree. As for the LUMO energy: 0.702 eV.


Record 6
DFT (ωB97M-V/def2-TZVPD) results for an isolated molecule of C5H9NO.

Each line ends with the Löwdin charge.
Element x y z (Å)
N: 0.05175 0.15316 2.62428  0.166
C: -0.24886 0.02438 1.40381  -0.459
C: -0.50466 1.19335 0.48387  -0.119
C: 0.20489 1.01863 -0.86644  -0.194
C: -0.01552 -0.39402 -1.40715  -0.183
C: 0.34982 -1.41834 -0.34828  -0.188
O: -0.41537 -1.21841 0.84183  -0.053
H: 0.17557 -0.78489 3.01448  0.066
H: -1.58859 1.25965 0.31884  0.127
H: -0.18907 2.10818 0.99124  0.116
H: 1.28027 1.19663 -0.73393  0.117
H: -0.15804 1.76254 -1.58387  0.110
H: -1.07175 -0.53902 -1.66493  0.121
H: 0.57979 -0.56821 -2.31129  0.117
H: 1.41748 -1.35602 -0.08862  0.131
H: 0.13230 -2.43763 -0.67385  0.125

As for the SMILES: [H]/N=C1/CCCCO1. Its charge is 0. The calculation puts the frontier orbital gap at 0.4044 hartree. As for the LUMO energy: 0.948 eV.


Record 7
DFT (ωB97M-V/def2-TZVPD) results for an isolated molecule of C5H9NO.

Each line ends with the Löwdin charge.
Element x y z (Å)
C: -0.08836 1.89516 0.35692  -0.063
C: 0.71153 0.65008 0.63133  -0.302
N: 0.15301 -0.23486 1.65260  0.117
C: -0.03169 -1.28955 0.80298  -0.537
O: -0.60510 -2.33933 0.89627  0.073
C: 0.57976 -0.59189 -0.37722  -0.100
C: -0.51997 -1.08644 -1.58624  -0.021
H: -1.12869 1.64066 0.13822  0.085
H: 0.33246 2.41533 -0.50583  0.080
H: -0.07774 2.58325 1.20902  0.076
H: 1.75873 0.90131 0.87941  0.137
H: -0.30274 0.00238 2.51829  0.144
H: 1.55723 -0.94259 -0.72096  0.126
H: -1.54952 -1.46217 -1.36016  0.079
H: -0.11060 -1.89870 -2.21844  0.069
H: -0.67513 -0.27012 -2.27127  0.036

As for the SMILES: C[C@@H]1C(=O)N[C@@H]1C. Its charge is 0. The calculation puts the frontier orbital gap at 0.3852 hartree. As for the LUMO energy: 0.907 eV.


Record 8
DFT (ωB97M-V/def2-TZVPD) results for a structure of composition C5H9NO.

Each line ends with the Löwdin charge.
Element x y z (Å)
C: 0.26356 1.24255 -1.38270  -0.014
C: 0.53659 0.86380 0.85648  -0.184
O: -0.48200 1.52901 1.41770  0.000
C: 0.36304 -0.65753 0.78755  -0.355
C: -1.00356 -1.21092 0.31809  -0.053
C: 1.45420 -1.23999 -0.01111  -0.213
N: 2.29361 -1.70226 -0.66721  0.164
H: 0.62064 0.37523 -1.94683  0.036
H: 0.66436 2.18092 -1.78200  0.045
H: -0.82554 1.29347 -1.30164  0.039
H: 0.96222 1.35689 -0.17291  0.044
H: -1.31510 1.01661 1.43456  0.097
H: 0.52027 -0.98851 1.82817  0.151
H: -1.04774 -2.29740 0.44840  0.089
H: -1.17705 -0.97576 -0.73649  0.078
H: -1.82752 -0.78612 0.90996  0.074

Its charge is 0. The calculation puts the frontier orbital gap at 0.3209 hartree. As for the LUMO energy: 0.495 eV.